This record from OMol25 describes a cluster of 3 separate species, C13H30N2O10S2 in total. The level of theory is wB97M-V/def2-TZVPD.

Results
**Molecular weight**: 438.5 Da
**LUMO**: 0.52 eV
**Total energy**: -59092.5613 eV
**Structure (SMILES)**: CC(=O)N(C)N(C[C@H](C)O)C(=O)O.CCOS(C)(=O)=O.CCOS(C)(=O)=O
**E_HOMO**: -0.35786 Ha
**ΔE to the lowest compared entry with this formula, charge and spin**: 0.0 kJ/mol

```
57
Properties=species:S:1:pos:R:3:forces:R:3
C 1.928432 1.940012 -0.423609 -0.3 0.1 0.0
C 1.486763 0.815914 -1.325173 -0.1 -0.4 0.0
O 2.164277 -0.173385 -1.527351 -0.1 0.4 0.1
N 0.199328 0.911766 -1.856183 0.5 0.2 -0.3
C -0.160577 -0.001281 -2.939002 -0.3 -0.2 -0.1
N -0.356450 2.193310 -1.889322 -0.4 -0.4 -0.4
C -1.724967 2.290370 -1.373314 0.2 0.3 0.3
C -2.888004 1.977031 -2.341698 -0.2 0.0 0.2
C -3.544304 3.230494 -2.946515 -0.1 -0.1 0.0
O -3.845135 1.195725 -1.619549 0.0 0.1 0.0
C 0.108503 3.011525 -2.896656 0.0 -0.1 -0.1
O 1.035884 2.753823 -3.622078 0.1 0.2 0.3
O -0.588778 4.179386 -2.947779 0.2 0.1 0.5
H 1.160094 2.136649 0.330588 0.1 0.0 0.0
H 2.862908 1.645492 0.049612 -0.1 0.1 -0.1
H 2.056725 2.867064 -0.989291 0.1 -0.1 0.0
H 0.702513 -0.617298 -3.183146 0.0 0.1 0.1
H -0.988790 -0.653583 -2.643649 0.1 0.1 0.0
H -0.454021 0.562858 -3.827684 0.1 0.0 0.1
H -1.775598 1.584978 -0.539991 0.1 0.0 -0.2
H -1.857224 3.293312 -0.955102 0.0 -0.1 -0.1
H -2.558890 1.318734 -3.148267 0.1 0.0 0.1
H -3.269121 3.367390 -3.994255 0.1 0.1 0.1
H -4.628796 3.096185 -2.906174 0.1 0.0 -0.1
H -3.275777 4.136376 -2.399266 -0.1 -0.1 -0.1
H -4.062882 1.666163 -0.801873 0.0 -0.1 -0.1
H 0.054252 4.876731 -3.148190 -0.2 -0.2 -0.4
C -0.667145 -1.101081 1.611952 -0.1 0.1 0.2
C -2.153366 -1.321036 1.452557 0.1 -0.1 -0.4
O -2.913967 -1.072151 2.667266 0.1 0.0 0.1
S -3.157116 0.436713 3.074436 0.2 -0.3 -0.1
C -4.523031 0.173652 4.148253 -0.1 0.0 0.0
O -3.568057 1.153402 1.902735 -0.1 0.3 -0.2
O -2.047373 0.930879 3.827476 0.0 0.0 0.0
H -0.434176 -0.048189 1.770116 0.0 0.0 0.0
H -0.148263 -1.437101 0.714683 0.0 0.0 0.0
H -0.278997 -1.660109 2.462185 0.0 0.0 0.0
H -2.569301 -0.704191 0.654455 -0.1 0.0 0.0
H -2.374236 -2.359337 1.215522 0.0 0.0 0.1
H -5.351496 -0.225519 3.570417 0.0 0.0 0.0
H -4.778826 1.142072 4.572205 0.0 0.0 0.0
H -4.217392 -0.514899 4.931002 0.0 0.0 0.0
C 3.374233 -5.196028 0.604457 -0.1 0.1 0.0
C 4.653569 -4.532955 1.067541 0.0 -0.2 0.1
O 4.682644 -3.115218 0.773583 0.0 0.0 0.0
S 3.848816 -2.156802 1.725275 0.0 0.1 -0.2
C 4.571184 -0.640173 1.210516 0.1 0.0 0.0
O 4.198038 -2.440062 3.084570 0.0 0.0 0.1
O 2.472107 -2.176573 1.337550 -0.1 0.0 0.1
H 2.516745 -4.854411 1.181785 0.0 0.0 0.0
H 3.463256 -6.276287 0.723009 0.0 0.0 0.0
H 3.185489 -4.970718 -0.444840 0.0 0.0 0.0
H 4.821684 -4.675297 2.135555 0.0 0.1 0.0
H 5.514908 -4.931689 0.536088 0.0 0.1 0.0
H 5.623687 -0.645193 1.478505 0.0 0.0 0.0
H 4.042241 0.149885 1.739026 0.0 0.0 0.0
H 4.433780 -0.537322 0.137037 -0.1 0.0 0.0
```
Forces are in eV/Å.

---

This record from OMol25 describes a structure of composition C13H30N2O15OsP4SSe in a non-equilibrium geometry. The level of theory is wB97M-V/def2-TZVPD.

Results
**Molecular weight**: 879.5 Da
**LUMO (spin up / spin down)**: -4.09 / -7.34 eV
**Expectation value of S²**: 6.0186
**Total energy**: -163459.5014 eV
**Charge**: +2
**Multiplicity**: 5
**E_HOMO (spin up / spin down)**: -0.49719 / -0.51027 Ha
**ΔE to the lowest compared entry with this formula, charge and spin**: 195.5 kJ/mol

```
67
Properties=species:S:1:pos:R:3:forces:R:3
Os 0.232406 -0.461363 1.339054 0.1 0.1 -0.1
C 4.006914 -3.445735 -0.476871 0.0 0.0 0.1
C 2.575800 -2.966360 -0.255411 -0.1 0.3 0.1
O 1.586226 -3.810408 -0.837620 0.0 0.0 0.1
P 2.112078 -3.061206 1.503120 -0.1 -0.2 0.2
O 2.082899 -4.578993 1.900554 -0.1 0.0 0.0
O 3.282596 -2.486697 2.377080 0.0 -0.1 0.0
O 0.775697 -2.412149 1.796325 0.3 0.2 -0.1
P 2.382162 -1.240870 -0.890696 0.0 0.1 -0.2
O 2.268522 -1.561862 -2.453543 -0.1 0.1 0.0
O 3.502280 -0.353761 -0.552012 0.0 0.0 0.1
O 0.935205 -0.807571 -0.497379 0.1 0.1 0.2
H 4.136459 -4.462595 -0.106364 0.0 0.0 0.0
H 4.704168 -2.775396 0.024507 0.0 0.0 0.0
H 4.232780 -3.435778 -1.543309 0.0 0.0 0.0
H 1.574149 -3.668871 -1.793903 0.0 0.0 0.0
H 1.410915 -5.123852 1.462285 0.1 0.0 0.0
H 3.730140 -3.134978 2.942413 0.0 0.1 0.0
H 2.833877 -0.972551 -2.973991 0.0 -0.1 0.0
C -4.266974 1.689478 1.883700 0.0 -0.2 -0.1
C -2.813093 1.287316 2.049636 0.5 0.1 0.3
O -2.187493 1.868380 3.142378 -0.1 -0.1 0.0
P -2.650256 -0.686288 2.081132 -0.6 0.2 -0.8
O -0.509834 -0.275912 3.111030 0.2 0.0 0.0
O -4.090901 -1.122538 1.508156 0.1 -0.1 0.2
O -1.691280 -1.048935 0.915293 0.1 -0.4 0.4
P -1.776774 1.775448 0.579744 -0.3 0.3 -1.1
O -1.756206 3.361626 0.628612 0.2 0.1 0.4
O -2.391555 1.305426 -0.698148 0.0 0.0 0.6
O -0.293955 1.418508 0.869043 -0.2 -0.3 0.3
H -4.878833 1.282455 2.690312 0.0 0.0 0.0
H -4.659530 1.326072 0.936805 0.0 0.0 0.0
H -4.331787 2.777977 1.908918 0.0 0.0 0.0
H -2.798891 1.956367 3.884512 -0.1 0.0 0.0
H -0.198586 -0.932178 3.749784 0.0 0.0 0.0
H -4.059809 -1.858110 0.878597 0.0 0.0 0.0
H -2.455761 3.782829 0.115505 0.0 -0.1 0.0
O 2.013358 0.160055 1.975404 0.2 -0.2 0.0
S 2.273463 1.640250 2.440358 0.2 0.2 0.1
C 3.809974 1.391128 3.363153 0.0 -0.1 -0.1
C 4.908122 1.358911 2.309735 0.0 0.1 -0.1
C 4.604271 2.545596 1.400195 0.1 -0.1 0.1
C 3.125611 2.424335 1.033818 -0.1 0.1 0.0
H 3.697718 0.476434 3.942775 -0.1 0.0 0.0
H 3.909242 2.245019 4.036605 -0.1 0.0 0.0
H 4.842387 0.430796 1.738779 0.0 0.0 0.0
H 5.894779 1.429940 2.765600 0.0 0.0 0.0
H 5.218122 2.533118 0.501174 0.0 0.0 0.0
H 4.791020 3.481058 1.930754 0.0 0.0 0.0
H 2.978560 1.720201 0.215510 -0.1 0.0 0.0
H 2.632148 3.370417 0.819108 -0.1 0.0 0.0
C -1.974721 2.490486 -3.809757 0.1 0.1 0.1
N -3.000128 1.452723 -3.857142 0.0 0.0 -0.1
C -4.253524 1.591443 -4.390796 0.1 0.1 0.0
C -4.880790 0.398253 -4.256504 0.0 -0.1 0.0
N -4.004652 -0.450249 -3.630501 0.0 0.0 0.0
C -4.276527 -1.851590 -3.331393 -0.1 -0.1 0.0
C -2.850744 0.204003 -3.383999 0.1 -0.1 0.2
Se -1.355279 -0.430725 -2.450703 -0.1 0.0 -0.4
H -2.372600 3.396285 -4.256593 -0.1 0.0 0.0
H -1.095708 2.166386 -4.361048 0.0 0.0 0.0
H -1.695373 2.674269 -2.776276 -0.1 0.0 0.0
H -4.598630 2.510921 -4.831030 0.0 0.0 0.0
H -5.866934 0.095714 -4.564539 0.0 0.0 0.0
H -4.427915 -2.403997 -4.255978 0.0 0.0 0.0
H -5.171007 -1.930407 -2.717053 0.0 0.1 0.0
H -3.427998 -2.267698 -2.798904 0.0 0.0 0.0
```
Forces are in eV/Å.

---

This record from OMol25 describes a structure of composition C13H31AlCaClF4LiN3O17S3 in a non-equilibrium geometry. The level of theory is wB97M-V/def2-TZVPD.

Results
**Molecular weight**: 783.0 Da
**LUMO**: -7.90 eV
**Total energy**: -134373.7289 eV
**Charge**: +1
**E_HOMO**: -0.33374 Ha

```
75
Properties=species:S:1:pos:R:3:forces:R:3
C 0.246181 0.222914 -5.558102 0.1 -0.1 -1.6
O -0.008138 -1.100514 -5.028179 1.1 2.5 1.3
C -0.335782 -1.062104 -3.633042 -0.2 -0.9 0.4
C 0.743527 -1.943288 -2.891306 -1.9 -1.2 -0.7
N 2.134530 -1.390869 -2.884670 -2.5 2.0 -1.2
C 2.236042 -0.044279 -2.220888 1.1 1.2 0.3
C 2.130995 -0.074211 -0.591825 -0.5 0.0 -0.8
F 3.345907 0.527875 -0.040638 -0.9 -0.4 -0.8
H -0.686670 0.861230 -5.599394 1.1 -0.6 0.4
H 0.562711 0.061422 -6.634599 -0.4 0.1 1.3
H 1.122327 0.746693 -5.058475 -1.0 -0.4 -0.2
H -1.331295 -1.591347 -3.502755 1.2 0.5 -0.1
H -0.481131 -0.015645 -3.236183 0.4 -0.8 -0.4
H 0.394115 -2.259527 -1.853694 0.7 0.5 -1.1
H 0.798023 -2.920206 -3.480332 -0.1 1.1 0.9
H 2.470421 -1.286702 -3.861871 -0.8 0.1 0.1
H 3.310627 0.366265 -2.467002 -1.6 -0.2 0.4
H 1.518176 0.729605 -2.605934 0.6 -1.0 0.2
H 1.288302 0.608807 -0.292761 0.7 -1.2 0.0
H 2.033485 -1.122605 -0.132873 -0.1 1.5 -0.3
Cl -1.506500 -2.803722 -5.693093 -0.5 -1.1 -0.2
Ca 3.764903 -1.873173 -1.817351 3.3 -2.8 1.6
N 3.601683 -5.913475 -3.684664 -2.5 -1.1 -5.0
O 3.809103 -5.200551 -2.626021 0.9 1.2 2.2
O 4.345998 -5.780585 -4.658547 0.5 0.6 1.0
O 2.686147 -6.724024 -3.694513 0.8 0.3 1.2
Li 3.041034 2.575263 -0.183184 0.1 0.7 1.2
C 1.343243 1.251621 4.673547 0.4 -0.3 0.3
C 1.951202 2.214778 5.678756 -0.6 -0.1 0.5
O 2.495962 3.274490 4.888079 -0.1 -0.2 -1.5
S 1.586565 3.478173 3.573951 -0.7 0.8 2.4
O 0.677513 4.546328 3.810321 0.7 -0.9 -1.0
O 2.446070 3.436527 2.420462 0.0 -0.3 -0.8
O 0.765878 2.082192 3.660045 0.3 0.5 -0.3
H 2.113694 0.629424 4.207724 0.0 0.0 0.1
H 0.582961 0.612391 5.120267 -0.1 0.2 -0.2
H 2.726945 1.749156 6.283838 0.1 0.2 -0.2
H 1.186893 2.640351 6.333643 0.1 0.0 0.0
C 2.723108 7.729582 4.553032 -0.3 0.5 -0.4
F 3.496152 8.642742 3.934001 0.1 -0.2 0.3
F 1.451310 8.128277 4.357816 0.2 -0.2 0.3
F 2.868316 6.579623 3.859182 0.1 -0.3 0.1
S 3.147289 7.518841 6.347111 0.6 -0.2 1.9
O 2.937855 8.833634 6.935031 -0.1 -0.3 -0.9
O 4.537799 7.086956 6.350188 -0.6 0.2 -0.7
O 2.220159 6.503208 6.829753 0.1 0.3 -0.8
C 1.619243 12.399609 6.237209 0.3 -0.4 0.2
O 2.512580 11.858853 7.194779 0.0 0.2 -0.1
H 1.432980 13.445130 6.483591 0.0 -0.1 0.0
H 2.061690 12.338455 5.238381 -0.2 0.1 -0.1
H 0.673354 11.850591 6.258668 -0.1 0.1 -0.2
H 2.661345 10.934342 6.955281 0.1 -0.2 0.2
O 0.294727 -5.862243 -4.808915 -0.3 0.2 -0.5
S -0.367315 -5.781402 -3.498677 -0.6 -1.0 0.9
O -1.774254 -5.367092 -3.705303 0.6 0.2 -0.4
O 0.321490 -4.784928 -2.655378 0.0 0.4 0.1
O -0.341895 -7.095956 -2.850588 0.4 0.5 -0.2
Al 4.894978 -6.750991 -2.053791 0.4 -0.5 0.8
C -4.600759 -4.416291 -0.692376 0.1 0.2 0.1
C -4.585024 -5.215160 -1.992243 -0.3 -0.1 0.3
C -5.837420 -4.997635 -2.863131 0.1 -0.2 -0.2
O -6.995171 -5.685679 -2.408582 0.1 0.4 -0.1
C -7.707062 -5.025822 -1.376599 -0.1 -0.4 0.0
N -4.384137 -6.633141 -1.676533 -0.2 0.1 -0.2
H -5.268041 -4.846985 0.056272 0.0 0.0 -0.1
H -3.601043 -4.392888 -0.250093 0.0 -0.1 0.0
H -4.909328 -3.382062 -0.870429 0.0 0.0 0.0
H -3.722729 -4.870122 -2.570863 -0.1 -0.1 -0.1
H -5.628530 -5.404537 -3.857126 0.0 -0.1 0.1
H -6.050856 -3.930388 -3.003288 0.0 0.0 0.1
H -7.673399 -3.937645 -1.484298 0.1 0.0 0.0
H -7.320206 -5.322573 -0.399323 0.0 0.2 0.1
H -8.749059 -5.346097 -1.428603 0.1 0.0 -0.1
H -4.275617 -7.148767 -2.547371 0.2 0.0 0.1
H -5.261026 -6.985862 -1.295983 0.1 0.0 0.1
```
Forces are in eV/Å.